C17H31F5N2O4Si | ωB97M-V/def2-TZVPD

HOMO = -8.37 eV
E_LUMO = -0.053 eV
Calculated total energy = -1865.55505 Eh
Total charge = 0
Max |F| = 0.0323 Eh/bohr

Each line ends with the Löwdin charge.
Positions of all 60 atoms, in Å:
C (1.315, -4.309, 0.958)  -0.0129
C (0.830, -3.361, 1.761)  -0.2520
C (1.394, -1.990, 1.985)  -0.2462
Si (1.267, -0.795, 0.490)  0.7033
C (0.976, 0.924, 1.203)  -0.2122
C (1.834, 2.068, 0.609)  -0.2384
C (1.021, 3.244, 0.081)  -0.1732
C (0.062, 2.861, -1.068)  -0.1571
O (0.463, 1.675, -1.762)  -0.0462
C (1.198, 1.865, -2.904)  -0.4943
C (2.533, 2.550, -2.814)  0.0292
O (0.802, 1.403, -3.955)  0.1157
C (-0.076, -1.367, -0.712)  -0.2126
C (-1.412, -0.601, -0.642)  -0.2114
C (-2.443, -1.286, 0.269)  -0.0640
C (-3.820, -1.467, -0.344)  -0.4298
F (-4.072, -0.587, -1.346)  0.1191
F (-3.980, -2.731, -0.842)  0.1136
C (-4.944, -1.267, 0.702)  -0.5028
F (-5.028, 0.059, 1.022)  0.1254
F (-4.689, -1.953, 1.834)  0.1621
F (-6.145, -1.654, 0.223)  0.1613
C (2.949, -0.898, -0.428)  -0.2657
N (3.665, -2.160, -0.198)  -0.1749
C (4.277, -2.724, -1.393)  -0.1429
H (2.168, -4.173, 0.315)  0.0360
H (0.841, -5.278, 0.940)  0.0460
H (-0.055, -3.607, 2.332)  0.0873
H (2.433, -2.019, 2.290)  0.0718
H (0.806, -1.517, 2.769)  0.0634
H (1.239, 0.861, 2.257)  0.0752
H (-0.069, 1.205, 1.195)  0.0422
H (2.494, 1.737, -0.182)  0.0604
H (2.483, 2.447, 1.393)  0.1091
H (1.690, 4.010, -0.309)  0.0936
H (0.476, 3.721, 0.891)  0.1117
H (-0.908, 2.660, -0.633)  0.0903
H (-0.086, 3.691, -1.753)  0.1308
H (2.619, 3.242, -1.989)  0.0647
H (2.755, 3.009, -3.765)  0.0911
H (3.269, 1.767, -2.641)  0.0928
H (-0.289, -2.427, -0.615)  0.0659
H (0.322, -1.242, -1.717)  0.0716
H (-1.796, -0.491, -1.649)  0.1137
H (-1.289, 0.410, -0.282)  0.0551
H (-2.085, -2.262, 0.577)  0.1240
H (-2.557, -0.712, 1.183)  0.1175
H (2.815, -0.724, -1.493)  0.0702
H (3.575, -0.067, -0.088)  0.0723
H (4.386, -2.038, 0.492)  0.0942
H (5.061, -3.411, -1.091)  0.0746
H (4.715, -1.965, -2.045)  0.0712
H (3.564, -3.316, -1.961)  0.0728
C (-4.340, 3.019, 1.636)  0.0524
N (-3.100, 2.326, 2.081)  -0.4334
O (-2.183, 2.235, 1.288)  0.0421
O (-3.083, 1.899, 3.208)  0.0891
H (-4.203, 3.341, 0.611)  0.0989
H (-5.154, 2.308, 1.722)  0.0860
H (-4.493, 3.863, 2.302)  0.1023

C17H24N4O3S | ωB97M-V/def2-TZVPD

ΔE to the lowest compared entry with this formula, charge and spin = 319.4 kJ/mol
HOMO = -8.24 eV
E_LUMO = 0.640 eV
Calculated total energy = -1505.09438 Eh
Total charge = 0
Max |F| = 0.0274 Eh/bohr

Each line ends with the Löwdin charge.
Positions of all 49 atoms, in Å:
C (1.102, -0.776, -5.417)  -0.1082
H (2.011, -1.362, -5.236)  0.0907
O (0.879, 0.145, -4.378)  -0.1780
C (0.880, -0.416, -3.092)  -0.1896
C (-0.400, -1.231, -2.805)  -0.1084
N (-0.608, -1.402, -1.397)  0.0174
C (-1.472, -0.702, -0.604)  -0.6342
N (-1.371, -1.082, 0.640)  0.0440
N (-0.433, -2.022, 0.704)  0.0941
C (0.034, -2.222, -0.512)  -0.2131
C (1.047, -3.188, -0.815)  -0.1967
C (1.722, -4.018, 0.044)  0.0028
C (2.601, -4.777, -0.756)  -0.0509
C (2.400, -4.360, -2.037)  -0.1067
O (1.463, -3.400, -2.086)  0.0280
H (2.842, -4.657, -2.968)  0.1219
H (3.288, -5.529, -0.426)  0.1032
H (1.588, -4.059, 1.104)  0.1139
S (-2.549, 0.542, -1.200)  0.9828
C (-1.431, 1.993, -1.002)  -0.3163
H (-2.060, 2.827, -0.701)  0.0727
H (-0.981, 2.194, -1.975)  0.0848
C (-0.321, 1.672, -0.016)  -0.5372
O (0.791, 1.410, -0.456)  0.0287
N (-0.615, 1.670, 1.292)  -0.0464
C (-1.963, 1.930, 1.772)  -0.1747
H (-2.648, 1.223, 1.291)  0.0780
C (-2.163, 1.803, 3.278)  -0.1740
C (-1.424, 2.855, 4.107)  -0.2029
H (-1.946, 2.980, 5.058)  0.1067
C (0.025, 2.484, 4.404)  -0.2171
H (0.047, 1.535, 4.944)  0.1131
H (0.458, 3.245, 5.057)  0.1065
C (0.884, 2.363, 3.150)  -0.1676
H (1.912, 2.154, 3.452)  0.1103
H (0.887, 3.309, 2.605)  0.1211
C (0.428, 1.249, 2.208)  -0.1445
H (1.266, 0.942, 1.577)  0.1185
H (0.088, 0.374, 2.766)  0.1220
H (-1.457, 3.816, 3.587)  0.1131
H (-1.893, 0.801, 3.610)  0.1144
H (-3.236, 1.919, 3.444)  0.1153
H (-2.251, 2.948, 1.477)  0.1239
H (-0.348, -2.216, -3.275)  0.1257
H (-1.260, -0.683, -3.205)  0.1096
H (0.940, 0.425, -2.393)  0.1065
H (1.764, -1.053, -2.947)  0.1216
H (0.257, -1.461, -5.547)  0.0856
H (1.226, -0.188, -6.325)  0.0894

C35H48BaClN4O6 | ωB97M-V/def2-TZVPD

HOMO (spin up / spin down) = -2.96 / -2.96 eV
E_LUMO (spin up / spin down) = 2.164 / 2.524 eV
Calculated total energy = -2518.81106 Eh
Total charge = -1
Max |F| = 0.0406 Eh/bohr

Each line ends with the Löwdin charge.
Positions of all 95 atoms, in Å:
O (0.564, 0.346, -2.073)  -0.3888
C (-0.215, 0.491, -3.150)  -0.4931
C (0.008, 1.846, -3.846)  -0.1737
C (0.599, 2.926, -3.182)  -0.0435
H (0.928, 2.797, -2.148)  0.1029
C (0.749, 4.149, -3.849)  -0.0991
H (1.215, 4.985, -3.323)  0.0912
C (0.294, 4.293, -5.167)  -0.1200
H (0.401, 5.251, -5.683)  0.0874
C (-0.273, 3.197, -5.836)  -0.1024
H (-0.622, 3.290, -6.867)  0.0909
C (-0.394, 1.972, -5.176)  -0.0481
H (-0.836, 1.098, -5.666)  0.1160
H (0.035, -0.278, -3.912)  0.1203
C (-2.140, -1.239, -3.046)  -0.0618
C (-1.726, 0.184, -2.866)  -0.2563
H (-3.225, -1.311, -3.195)  0.0707
H (-1.835, -1.870, -2.198)  0.0523
H (-1.659, -1.638, -3.950)  0.0775
C (-2.564, 1.182, -2.547)  -0.1156
C (-4.050, 1.057, -2.412)  -0.1111
H (-2.190, 2.208, -2.449)  0.1202
H (-4.579, 1.207, -3.373)  0.0790
H (-4.405, 1.835, -1.720)  0.0518
H (-4.344, 0.080, -1.998)  0.0409
Ba (-0.262, 0.007, 0.507)  1.8911
Cl (-3.333, -1.091, 0.366)  0.7493
C (-0.865, 1.141, 3.743)  -0.3330
O (0.166, 0.751, 3.162)  -0.1750
N (-1.388, 0.590, 4.852)  -0.1725
C (-0.644, -0.383, 5.634)  -0.0387
C (-2.519, 1.210, 5.528)  -0.0529
H (-1.460, 1.989, 3.347)  0.1244
H (0.196, -0.754, 5.054)  0.0735
H (-1.298, -1.220, 5.893)  0.0928
H (-0.309, 0.080, 6.570)  0.0854
H (-2.893, 2.038, 4.914)  0.0876
H (-2.203, 1.591, 6.512)  0.0841
H (-3.334, 0.491, 5.686)  0.0907
H (5.054, 1.893, -2.219)  0.0847
H (4.713, 2.339, 0.504)  0.0900
C (3.958, 1.939, -2.143)  -0.0514
C (3.651, 2.134, 0.320)  -0.0281
N (3.499, 1.348, -0.896)  -0.1815
H (3.518, 1.390, -2.980)  0.0926
C (3.059, 0.083, -0.857)  -0.3258
O (2.481, -0.419, 0.133)  -0.1788
H (3.221, 1.592, 1.165)  0.0889
H (3.225, -0.485, -1.790)  0.1419
H (3.647, 2.990, -2.194)  0.0867
H (3.142, 3.098, 0.199)  0.0913
H (-0.061, -5.750, 0.162)  0.0841
H (2.340, -5.615, -1.247)  0.0921
C (-0.409, -5.170, -0.700)  -0.0180
C (1.752, -4.981, -1.925)  -0.0483
N (0.662, -4.335, -1.217)  -0.1699
H (-1.238, -4.536, -0.384)  0.0918
C (0.640, -3.017, -1.016)  -0.2839
O (-0.303, -2.437, -0.427)  -0.2523
H (2.403, -4.207, -2.344)  0.0860
H (1.505, -2.450, -1.405)  0.1337
H (-0.742, -5.856, -1.483)  0.0857
H (1.354, -5.602, -2.736)  0.0858
C (3.213, -4.843, 2.731)  -0.0712
C (1.713, -4.718, 2.842)  -0.2847
C (0.930, -5.874, 2.912)  -0.1395
C (-0.465, -5.780, 3.017)  -0.1621
C (-1.088, -4.546, 2.988)  -0.0787
C (-0.322, -3.332, 2.846)  -0.3873
N (-0.870, -2.139, 2.627)  -0.0353
C (-4.398, -0.272, 1.459)  -0.5619
C (-5.242, -1.048, 2.253)  -0.1073
C (-6.291, -0.430, 2.937)  -0.1014
C (-6.471, 0.953, 2.825)  -0.0986
C (-5.536, 1.726, 2.136)  -0.0256
C (-4.441, 1.126, 1.493)  -0.1399
C (-3.356, 1.981, 0.849)  -0.6505
O (-3.757, 2.867, 0.067)  -0.0100
O (-2.147, 1.708, 1.168)  -0.2881
C (1.122, -3.463, 2.875)  -0.2049
C (1.968, -2.237, 2.838)  -0.0688
H (3.605, -4.373, 1.818)  0.0744
H (3.724, -4.367, 3.577)  0.0703
H (3.512, -5.894, 2.714)  0.0609
H (1.434, -6.843, 2.903)  0.0770
H (-1.065, -6.685, 3.118)  0.0836
H (-2.176, -4.473, 3.021)  0.0846
H (-1.876, -2.138, 2.785)  -0.0040
H (-5.097, -2.121, 2.308)  0.1011
H (-6.971, -1.039, 3.532)  0.0967
H (-7.343, 1.423, 3.287)  0.0965
H (-5.641, 2.807, 2.078)  0.1163
H (1.412, -1.362, 3.177)  0.0348
H (2.839, -2.344, 3.500)  0.0714
H (2.342, -2.029, 1.822)  0.0603

- Number 2 is which compound?
  C17H24N4O3S

- Which value of total charge does entry 1 give?
  0